A cluster of 12 separate species, C72H99N18O21P3 in total, computed with ωB97M-V/def2-TZVPD.

Bonds (Å) are listed after each position.
Cartesian coordinates (Å):
1 C 8.15335 -22.48045 -20.68343  C2 1.376, C6 1.364, H10 1.080
2 C 8.20772 -23.29109 -21.79404  C1 1.376, C3 1.392, H11 1.080
3 C 9.31228 -24.12082 -21.96629  C2 1.392, C4 1.393, H12 1.080
4 C 10.37321 -24.12904 -21.06373  C3 1.393, C5 1.406, N7 1.468
5 C 10.22012 -23.36153 -19.89525  C4 1.406, C6 1.397, H13 1.080
6 C 9.14040 -22.48767 -19.74199  C1 1.364, C5 1.397, H14 1.080
7 N 11.64959 -24.73877 -21.45655  C4 1.468, O8 1.255, O9 1.233
8 O 11.63661 -25.65769 -22.31170  N7 1.255
9 O 12.59250 -24.48967 -20.70157  N7 1.233
10 H 7.31662 -21.82131 -20.50509  C1 1.080
11 H 7.44967 -23.26711 -22.56292  C2 1.080
12 H 9.38264 -24.69963 -22.87538  C3 1.080
13 H 10.93104 -23.49819 -19.09380  C5 1.080
14 H 9.20336 -21.92150 -18.82444  C6 1.080
15 C 0.96249 -24.09097 -13.77719  C16 1.370, C20 1.366, H24 1.080
16 C 1.51051 -23.72862 -12.57526  C15 1.370, C17 1.368, H25 1.080
17 C 0.80893 -23.87612 -11.41048  C16 1.368, C18 1.401, H26 1.080
18 C -0.45439 -24.48008 -11.44844  C17 1.401, C19 1.383, N21 1.498
19 C -0.94478 -24.90975 -12.66846  C18 1.383, C20 1.403, H27 1.080
20 C -0.25953 -24.69305 -13.87305  C15 1.366, C19 1.403, H28 1.080
21 N -1.22023 -24.72936 -10.18557  C18 1.498, O22 1.215, O23 1.216
22 O -1.87559 -25.74917 -10.10795  N21 1.215
23 O -1.19758 -23.87662 -9.31858  N21 1.216
24 H 1.50592 -24.00046 -14.70611  C15 1.080
25 H 2.50302 -23.30282 -12.57193  C16 1.080
26 H 1.22268 -23.69129 -10.43015  C17 1.080
27 H -1.90940 -25.39541 -12.66259  C19 1.080
28 H -0.58672 -24.99170 -14.85801  C20 1.080
29 C 0.22430 -18.18958 -17.54276  C30 1.388, C34 1.402, H38 1.080
30 C 0.12478 -19.20470 -18.48347  C29 1.388, C31 1.400, H39 1.080
31 C 0.66073 -18.96022 -19.75333  C30 1.400, C32 1.457, H40 1.080
32 C 1.43022 -17.76168 -20.06125  C31 1.457, C33 1.394, N35 1.478
33 C 1.71954 -16.91209 -18.99486  C32 1.394, C34 1.394, H41 1.080
34 C 1.09963 -17.11687 -17.76334  C29 1.402, C33 1.394, H42 1.080
35 N 1.86536 -17.46194 -21.44198  C32 1.478, O36 1.231, O37 1.282
36 O 2.54715 -16.44029 -21.52598  N35 1.231
37 O 1.57153 -18.23532 -22.42072  N35 1.282
38 H -0.34712 -18.20845 -16.62651  C29 1.080
39 H -0.41347 -20.13971 -18.43403  C30 1.080
40 H 0.44260 -19.65764 -20.54858  C31 1.080
41 H 2.27302 -15.99067 -19.10003  C33 1.080
42 H 1.26224 -16.39763 -16.97426  C34 1.080
43 C 1.29249 -23.21719 -18.96935  C44 1.391, C48 1.420, H52 1.080
44 C 2.21570 -22.73037 -18.05055  C43 1.391, C45 1.396, H53 1.080
45 C 3.26900 -21.90612 -18.45002  C44 1.396, C46 1.398, H54 1.080
46 C 3.28650 -21.44421 -19.76950  C45 1.398, C47 1.430, N49 1.438
47 C 2.27107 -21.82832 -20.70014  C46 1.430, C48 1.377, H55 1.080
48 C 1.35627 -22.78517 -20.32081  C43 1.420, C47 1.377, H56 1.080
49 N 4.41425 -20.61414 -20.09759  C46 1.438, O50 1.242, O51 1.181
50 O 5.36052 -20.53634 -19.29764  N49 1.242
51 O 4.34302 -19.93592 -21.06190  N49 1.181
52 H 0.52336 -23.93520 -18.72586  C43 1.080
53 H 2.18381 -22.98773 -17.00215  C44 1.080
54 H 3.93550 -21.53994 -17.68315  C45 1.080
55 H 2.22090 -21.56412 -21.74612  C47 1.080
56 H 0.62182 -23.24325 -20.96668  C48 1.080
57 C 5.87681 -25.57521 -23.26219  C58 1.388, C62 1.412, H66 1.080
58 C 4.90057 -24.68955 -22.82859  C57 1.388, C59 1.374, H67 1.080
59 C 3.70912 -25.13340 -22.30808  C58 1.374, C60 1.424, H68 1.080
60 C 3.47755 -26.52715 -22.12906  C59 1.424, C61 1.423, N63 1.512
61 C 4.51777 -27.42067 -22.50933  C60 1.423, C62 1.394, H69 1.080
62 C 5.69945 -26.96546 -23.09272  C57 1.412, C61 1.394, H70 1.080
63 N 2.17946 -26.96167 -21.48626  C60 1.512, O64 1.228, O65 1.214
64 O 1.70169 -26.28374 -20.58075  N63 1.228
65 O 1.74386 -28.06588 -21.74057  N63 1.214
66 H 6.83548 -25.22452 -23.61485  C57 1.080
67 H 4.94333 -23.62309 -22.99364  C58 1.080
68 H 2.98555 -24.45069 -21.88766  C59 1.080
69 H 4.39385 -28.47741 -22.32401  C61 1.080
70 H 6.35118 -27.74275 -23.46348  C62 1.080
71 C 2.62149 -26.66309 -27.02521  C72 1.393, C76 1.371, H80 1.080
72 C 2.98665 -25.35689 -26.70870  C71 1.393, C73 1.384, H81 1.080
73 C 2.37425 -24.64639 -25.69161  C72 1.384, C74 1.414, H82 1.080
74 C 1.32052 -25.30364 -25.01507  C73 1.414, C75 1.411, N77 1.470
75 C 0.90065 -26.61555 -25.32162  C74 1.411, C76 1.410, H83 1.080
76 C 1.59198 -27.27460 -26.35820  C71 1.371, C75 1.410, H84 1.080
77 N 0.65185 -24.59310 -23.91518  C74 1.470, O78 1.219, O79 1.248
78 O 1.17564 -23.63081 -23.38000  N77 1.219
79 O -0.48871 -24.90998 -23.52048  N77 1.248
80 H 3.11131 -27.26882 -27.77326  C71 1.080
81 H 3.73880 -24.90968 -27.34168  C72 1.080
82 H 2.67953 -23.63500 -25.46732  C73 1.080
83 H 0.15816 -27.14624 -24.74415  C75 1.080
84 H 1.28813 -28.27736 -26.62001  C76 1.080
85 C 6.38700 -21.47777 -15.61806  C86 1.381, C90 1.402, H94 1.080
86 C 7.09065 -20.35011 -15.99231  C85 1.381, C87 1.433, H95 1.080
87 C 7.44204 -19.41193 -14.96768  C86 1.433, C88 1.401, H96 1.080
88 C 7.07374 -19.58254 -13.62711  C87 1.401, C89 1.415, N91 1.508
89 C 6.44702 -20.80553 -13.28805  C88 1.415, C90 1.367, H97 1.080
90 C 6.05950 -21.67501 -14.26957  C85 1.402, C89 1.367, H98 1.080
91 N 7.30898 -18.56358 -12.54106  C88 1.508, O92 1.229, O93 1.210
92 O 7.18257 -18.90618 -11.36745  N91 1.229
93 O 7.70675 -17.46898 -12.86955  N91 1.210
94 H 6.09665 -22.20103 -16.36573  C85 1.080
95 H 7.31687 -20.13865 -17.02696  C86 1.080
96 H 7.91310 -18.46913 -15.20352  C87 1.080
97 H 6.16338 -20.94498 -12.25533  C89 1.080
98 H 5.43667 -22.49332 -13.93963  C90 1.080
99 C -2.17862 -29.22997 -21.72763  C100 1.414, C104 1.346, H108 1.080
100 C -1.46650 -28.01104 -21.79897  C99 1.414, C101 1.426, H109 1.080
101 C -1.25854 -27.21006 -20.63797  C100 1.426, C102 1.370, H110 1.080
102 C -1.73346 -27.64273 -19.42825  C101 1.370, C103 1.404, N105 1.482
103 C -2.44525 -28.84945 -19.33790  C102 1.404, C104 1.385, H111 1.080
104 C -2.61697 -29.57677 -20.50351  C99 1.346, C103 1.385, H112 1.080
105 N -1.32736 -26.88049 -18.22361  C102 1.482, O106 1.248, O107 1.219
106 O -0.95320 -25.70332 -18.40275  N105 1.248
107 O -1.35013 -27.45294 -17.14786  N105 1.219
108 H -2.20482 -29.96242 -22.52088  C99 1.080
109 H -0.95946 -27.78499 -22.72537  C100 1.080
110 H -0.74036 -26.26694 -20.72969  C101 1.080
111 H -2.68807 -29.24925 -18.36446  C103 1.080
112 H -3.13732 -30.52273 -20.53168  C104 1.080
113 C 3.49138 -18.95697 -15.60950  C114 1.408, C118 1.405, H122 1.080
114 C 2.48127 -19.91652 -15.40528  C113 1.408, C115 1.376, H123 1.080
115 C 1.81990 -19.96823 -14.20016  C114 1.376, C116 1.378, H124 1.080
116 C 2.21557 -19.21002 -13.11956  C115 1.378, C117 1.403, N119 1.456
117 C 3.35402 -18.39906 -13.24577  C116 1.403, C118 1.381, H125 1.080
118 C 3.91959 -18.21958 -14.49254  C113 1.405, C117 1.381, H126 1.080
119 N 1.47142 -19.31430 -11.87273  C116 1.456, O120 1.253, O121 1.234
120 O 0.65494 -20.25549 -11.73923  N119 1.253
121 O 1.70588 -18.50962 -10.96686  N119 1.234
122 H 3.77369 -18.77405 -16.63578  C113 1.080
123 H 2.18592 -20.49911 -16.26537  C114 1.080
124 H 1.03205 -20.69647 -14.07626  C115 1.080
125 H 3.82011 -17.80411 -12.47428  C117 1.080
126 H 4.58241 -17.39564 -14.71206  C118 1.080
127 O -4.26129 -21.31756 -19.38371  P128 1.496
128 P -4.09428 -21.73768 -20.80925  O127 1.496, N129 1.716, N132 1.747, N135 1.748
129 N -3.54036 -23.34597 -21.03694  P128 1.716, C130 1.479, C131 1.507
130 C -2.13423 -23.61526 -20.66709  N129 1.479, H138 1.090, H139 1.090, H140 1.090
131 C -4.42709 -24.56024 -20.93481  N129 1.507, H141 1.090, H142 1.090, H143 1.090
132 N -2.91399 -20.82472 -21.71783  P128 1.747, C133 1.442, C134 1.471
133 C -2.98833 -19.38943 -21.60493  N132 1.442, H144 1.090, H145 1.090, H146 1.090
134 C -2.45741 -21.24791 -23.05041  N132 1.471, H147 1.090, H148 1.090, H149 1.090
135 N -5.53446 -21.63922 -21.79471  P128 1.748, C136 1.461, C137 1.447
136 C -6.45144 -20.51381 -21.62925  N135 1.461, H150 1.090, H151 1.090, H152 1.090
137 C -5.70306 -22.35766 -23.03892  N135 1.447, H153 1.090, H154 1.090, H155 1.090
138 H -1.54894 -22.69774 -20.60641  C130 1.090
139 H -1.77192 -24.24787 -21.47742  C130 1.090
140 H -2.03553 -24.18186 -19.74117  C130 1.090
141 H -4.39705 -24.98170 -19.93004  C131 1.090
142 H -4.05886 -25.31338 -21.63143  C131 1.090
143 H -5.45082 -24.24928 -21.14306  C131 1.090
144 H -3.09392 -19.08463 -20.56376  C133 1.090
145 H -2.09780 -18.98299 -22.08437  C133 1.090
146 H -3.89315 -19.09999 -22.13938  C133 1.090
147 H -1.39044 -21.03710 -23.12275  C134 1.090
148 H -2.59897 -22.31928 -23.19259  C134 1.090
149 H -2.94158 -20.65668 -23.82767  C134 1.090
150 H -6.19822 -19.74699 -22.36135  C136 1.090
151 H -7.45594 -20.93588 -21.65983  C136 1.090
152 H -6.10001 -19.96642 -20.75463  C136 1.090
153 H -4.83286 -22.95799 -23.30435  C137 1.090
154 H -5.75602 -21.61572 -23.83568  C137 1.090
155 H -6.57123 -23.01646 -23.05773  C137 1.090
156 O 4.23820 -23.89316 -16.04850  P157 1.467
157 P 4.61022 -25.26260 -16.42059  O156 1.467, N158 1.712, N161 1.747, N164 1.717
158 N 5.00994 -25.59641 -18.05197  P157 1.712, C159 1.528, C160 1.445
159 C 5.60159 -24.40524 -18.80423  N158 1.528, H167 1.090, H168 1.090, H169 1.090
160 C 5.24565 -26.89931 -18.63098  N158 1.445, H170 1.090, H171 1.090, H172 1.090
161 N 3.33533 -26.38074 -15.99933  P157 1.747, C162 1.468, C163 1.407
162 C 3.30193 -26.84688 -14.60733  N161 1.468, H173 1.090, H174 1.090, H175 1.090
163 C 2.12611 -26.51570 -16.70502  N161 1.407, H176 1.090, H177 1.090, H178 1.090
164 N 6.02856 -25.86323 -15.66136  P157 1.717, C165 1.441, C166 1.483
165 C 7.22627 -25.06680 -15.57624  N164 1.441, H179 1.090, H180 1.090, H181 1.090
166 C 6.43230 -27.27918 -15.83505  N164 1.483, H182 1.090, H183 1.090, H184 1.090
167 H 6.68368 -24.50532 -18.88879  C159 1.090
168 H 5.54861 -23.43814 -18.30421  C159 1.090
169 H 5.17211 -24.37084 -19.80546  C159 1.090
170 H 6.28051 -27.10656 -18.35857  C160 1.090
171 H 5.19390 -26.98554 -19.71633  C160 1.090
172 H 4.53072 -27.59859 -18.19740  C160 1.090
173 H 2.74899 -26.17296 -13.95297  C162 1.090
174 H 2.74678 -27.78395 -14.64995  C162 1.090
175 H 4.27698 -27.08443 -14.18196  C162 1.090
176 H 1.83332 -27.56558 -16.69442  C163 1.090
177 H 1.37887 -25.88611 -16.22197  C163 1.090
178 H 2.25015 -26.26687 -17.75897  C163 1.090
179 H 7.96641 -25.42571 -14.86107  C165 1.090
180 H 7.66216 -25.00206 -16.57319  C165 1.090
181 H 6.94788 -24.06224 -15.25771  C165 1.090
182 H 7.17567 -27.42872 -16.61808  C166 1.090
183 H 5.56114 -27.92041 -15.96923  C166 1.090
184 H 6.88884 -27.53875 -14.87991  C166 1.090
185 O 5.42860 -15.03197 -16.56826  P186 1.524
186 P 6.59440 -14.99192 -17.54943  O185 1.524, N187 1.769, N190 1.691, N193 1.690
187 N 6.55252 -13.94538 -18.97487  P186 1.769, C188 1.466, C189 1.505
188 C 7.73974 -13.62735 -19.77329  N187 1.466, H196 1.090, H197 1.090, H198 1.090
189 C 5.24866 -13.32500 -19.39837  N187 1.505, H199 1.090, H200 1.090, H201 1.090
190 N 6.97444 -16.50027 -18.21349  P186 1.691, C191 1.436, C192 1.422
191 C 8.16697 -16.67739 -18.99299  N190 1.436, H202 1.090, H203 1.090, H204 1.090
192 C 5.96508 -17.48896 -18.37672  N190 1.422, H205 1.090, H206 1.090, H207 1.090
193 N 7.98033 -14.54935 -16.68988  P186 1.690, C194 1.451, C195 1.474
194 C 8.51679 -15.44680 -15.68361  N193 1.451, H208 1.090, H209 1.090, H210 1.090
195 C 8.07723 -13.14592 -16.24896  N193 1.474, H211 1.090, H212 1.090, H213 1.090
196 H 7.69962 -14.42130 -20.51904  C188 1.090
197 H 8.65922 -13.67337 -19.18975  C188 1.090
198 H 7.84413 -12.70280 -20.34110  C188 1.090
199 H 4.94964 -12.61088 -18.63110  C189 1.090
200 H 4.42689 -14.01132 -19.60271  C189 1.090
201 H 5.35854 -12.80962 -20.35252  C189 1.090
202 H 8.71927 -17.59370 -18.78459  C191 1.090
203 H 7.81000 -16.66602 -20.02282  C191 1.090
204 H 8.86209 -15.83793 -18.97793  C191 1.090
205 H 5.37649 -17.29742 -19.27393  C192 1.090
206 H 6.37966 -18.49429 -18.45126  C192 1.090
207 H 5.40789 -17.58501 -17.44484  C192 1.090
208 H 9.59454 -15.55639 -15.80424  C194 1.090
209 H 8.31535 -15.19777 -14.64174  C194 1.090
210 H 8.18239 -16.48424 -15.67967  C194 1.090
211 H 7.49181 -12.50709 -16.91023  C195 1.090
212 H 9.08571 -12.75940 -16.10178  C195 1.090
213 H 7.51942 -13.05741 -15.31669  C195 1.090

Spin multiplicity ... 2
HOMO-LUMO gap (alpha / beta) ... 1.7 / 5.4 eV
LUMO level (alpha / beta) ... 0.0 / 0.0 eV
Charge ... -1